ORCA calculation (wB97M-V/def2-TZVPD) on C36H59N5O6PS2Y as an isolated structure at a distorted geometry.

Structure (ORCA input):
```
! wB97M-V def2-TZVPD RIJCOSX def2/J DEFGRID3
* xyz 2 1
Y -0.5904 0.0666 0.2502
C -3.1074 -4.1968 0.6352
O -3.6334 -3.1431 -0.1770
C -2.9220 -2.0384 -0.2545
O -1.8041 -1.8953 0.2548
N -3.5345 -1.0631 -0.9509
N -2.9265 0.1980 -1.0301
H -3.8971 -4.9415 0.6938
H -2.8671 -3.8184 1.6304
H -2.2111 -4.6239 0.1818
H -4.4698 -1.2172 -1.3151
H -3.5048 0.9151 -0.5832
H -2.7396 0.4773 -2.0021
O 1.1085 -1.4128 0.0627
S 1.2608 -2.8755 0.4204
C 1.0341 -2.9531 2.2706
C 2.2649 -2.9211 3.1599
C 3.0185 -1.5900 3.1336
C 2.3645 -0.4808 3.9519
S 1.4733 0.8188 2.9877
O 0.3912 0.0585 2.2557
C 2.7110 1.1506 1.6943
C 4.0762 1.2068 1.9377
C 4.9418 1.5004 0.8952
C 4.4518 1.7786 -0.3703
C 3.0849 1.7669 -0.5979
C 2.2156 1.4456 0.4319
C 3.0435 -3.1900 0.3230
C 3.8894 -2.1685 -0.0672
C 5.2572 -2.3797 -0.0615
C 5.7665 -3.6147 0.3070
C 4.9092 -4.6535 0.6372
C 3.5388 -4.4470 0.6385
H 0.4765 -3.8770 2.4208
H 0.3825 -2.1002 2.4748
H 2.9524 -3.7170 2.8711
H 1.9463 -3.1419 4.1805
H 3.1261 -1.2716 2.0978
H 4.0239 -1.7675 3.5171
H 3.0853 0.0664 4.5554
H 1.6047 -0.8753 4.6264
H 4.4787 1.0061 2.9170
H 6.0037 1.5249 1.0776
H 5.1349 2.0020 -1.1750
H 2.6903 2.0367 -1.5636
H 1.1331 1.4601 0.2501
H 3.4692 -1.2165 -0.3571
H 5.9180 -1.5731 -0.3347
H 6.8332 -3.7696 0.3354
H 5.3049 -5.6202 0.9072
H 2.8635 -5.2500 0.8912
C 0.8308 0.9893 -5.6458
N 0.8621 0.7236 -4.2187
C 2.1117 0.1222 -3.7833
P -0.5135 0.3025 -3.3544
O -0.1568 0.3305 -1.9014
N -1.7194 1.4330 -3.6324
C -2.8141 1.2887 -4.5781
C -1.2322 2.8021 -3.5236
N -1.2079 -1.1802 -3.7628
C -0.8355 -2.3345 -2.9644
C -1.4026 -1.5420 -5.1608
H 0.9878 0.0868 -6.2427
H 1.6260 1.6973 -5.8903
H -0.1182 1.4356 -5.9289
H 2.2897 -0.8576 -4.2379
H 2.0891 0.0075 -2.7021
H 2.9389 0.7795 -4.0559
H -3.1894 0.2689 -4.5566
H -2.5382 1.5437 -5.6058
H -3.6146 1.9692 -4.2772
H -0.4759 2.8371 -2.7409
H -2.0556 3.4596 -3.2449
H -0.8032 3.1642 -4.4603
H -0.5333 -2.0124 -1.9690
H -0.0059 -2.8893 -3.4129
H -1.6957 -3.0035 -2.8887
H -1.5472 -0.6617 -5.7777
H -2.2862 -2.1793 -5.2435
H -0.5495 -2.0993 -5.5558
C -2.3246 -0.4055 4.0368
C -2.7975 0.1523 2.6904
C -4.1994 -0.3596 2.3478
C -2.7744 1.6660 2.6864
C -3.5184 2.3535 3.6317
C -3.5197 3.7334 3.6751
C -2.7685 4.4343 2.7512
C -2.0233 3.7921 1.7747
C -1.3205 4.6638 0.7553
C -2.1918 4.7442 -0.5033
C 0.1075 4.2327 0.4215
C -2.0197 2.3760 1.7203
O -1.3507 1.7398 0.7567
H -2.1503 -1.4790 3.9693
H -3.0687 -0.2303 4.8091
H -1.3991 0.0847 4.3331
H -2.0784 -0.2071 1.9176
H -4.8967 -0.0717 3.1296
H -4.2213 -1.4446 2.2625
H -4.5565 0.0750 1.4161
H -4.1109 1.8057 4.3468
H -4.0976 4.2518 4.4220
H -2.7653 5.5136 2.7824
H -1.2620 5.6697 1.1835
H -2.3207 3.7465 -0.9234
H -1.7348 5.3944 -1.2484
H -3.1689 5.1489 -0.2440
H 0.1089 3.3473 -0.2142
H 0.6527 4.0258 1.3421
H 0.6116 5.0357 -0.1129
*
```

Values from the calculation:
- Kohn-Sham gap: 8.00 eV
- E: -90021.022 eV
- Highest occupied orbital energy: -12.13 eV
- ΔE to the lowest compared entry with this formula, charge and spin: 186.8 kJ/mol
- Largest force on an atom: 3.41 eV/A
- LUMO: -4.13 eV
- M: 841.911 g mol⁻¹